Density functional theory data (wB97M-V/def2-TZVPD) for 2 unconnected molecules or ions with the total composition C10H16O.

```
! RIJCOSX wB97M-V def2-TZVPD def2/J DEFGRID3
* xyz 0 1
C -1.6480 0.9430 2.8222
C -0.7277 1.0977 1.6874
C 0.5582 0.6580 1.6200
C 1.2707 0.7344 0.4414
C 0.7521 1.5884 -0.5592
O 1.2100 1.7917 -1.9051
C -0.4503 2.3407 -0.3516
C -1.2519 1.9699 0.6165
H -1.2582 0.3956 3.7125
H -2.7386 0.6711 2.6670
H -1.8542 1.9951 3.0603
H 0.9847 -0.0186 2.4340
H 2.2581 0.3005 0.4213
H 0.4408 2.2464 -2.4435
H -0.8904 3.0587 -1.1809
H -2.2043 2.4938 0.6717
C 0.8784 -4.1095 -0.6674
C -0.0150 -3.3465 -1.7064
C -0.3349 -1.9278 -1.3276
H 1.9080 -3.5495 -0.5562
H 1.1869 -4.9838 -1.1929
H 0.1575 -4.2528 0.2051
H 0.4251 -3.4648 -2.6301
H -0.9109 -4.0441 -1.7342
H -1.1034 -2.0894 -0.6425
H 0.4990 -1.3961 -0.8519
H -0.7698 -1.3855 -2.1512
*
```

Values from the calculation:
HOMO-LUMO gap   8.95 eV
HOMO   -8.11 eV
Calculated total energy   -465.78082 a.u.
SMILES   Cc1ccc(O)cc1.CCC
Energy relative to the best compared isomer or geometry (same formula, charge and spin)   307.1 kJ/mol
E_LUMO   0.84 eV


Density functional theory data (wB97M-V/def2-TZVPD) for a gas-phase ion, C6H12NO (charge -1).

```
! RIJCOSX wB97M-V def2-TZVPD def2/J DEFGRID3
* xyz -1 1
C -0.7908 -2.6467 -1.4368
N -1.9161 -1.7818 -1.0158
C -1.4680 -0.4263 -0.6183
C -0.7198 -0.1974 0.4613
C -0.3678 1.2411 0.8600
C 0.8610 1.7635 0.1322
C 2.2059 1.5172 0.9900
O 2.0183 1.5567 2.3055
H 0.1815 -2.2410 -1.1336
H -0.7838 -3.5999 -0.9050
H -0.7619 -2.7204 -2.5219
H -2.2518 -2.1502 -0.1424
H -1.7518 0.3702 -1.2922
H -0.5070 -0.9764 1.1859
H -1.2144 1.9160 0.7491
H -0.0311 1.1957 1.9072
H 0.7580 2.8575 0.1541
H 0.9039 1.4737 -0.9161
H 2.7011 0.5551 0.5989
H 2.9346 2.2932 0.6381
*
```

Values from the calculation:
HOMO-LUMO gap   6.01 eV
HOMO   -2.37 eV
Calculated total energy   -365.74053 a.u.
SMILES   CN/C=C/CCC[O-]
Energy relative to the best compared isomer or geometry (same formula, charge and spin)   100.3 kJ/mol
E_LUMO   3.64 eV


Density functional theory data (wB97M-V/def2-TZVPD) for a single C7H12N2 molecule.

```
! RIJCOSX wB97M-V def2-TZVPD def2/J DEFGRID3
* xyz 0 3
C -2.6430 0.1960 0.2539
C -0.4317 -0.9181 -0.6139
C -0.1952 0.0639 0.4584
C -0.0207 -2.3387 -0.7350
C 0.6580 -0.2241 1.7071
C 1.3292 1.7745 -0.8835
C -0.0677 1.4955 -0.0648
N -3.5623 0.8870 0.3185
N -1.4873 -0.5064 0.3551
H -0.6442 -0.4714 -1.5630
H -0.7415 -2.8595 -1.3828
H -0.3006 -2.8250 0.1941
H 1.0672 -2.6006 -0.9236
H 1.7802 -0.1400 1.6082
H 0.6763 -1.3793 2.0960
H 0.4008 0.4179 2.6239
H 2.2706 1.2932 -0.6519
H 1.6093 2.7859 -0.9902
H 1.2043 1.4806 -1.9058
H -0.9104 1.7783 -0.6983
H 0.0088 2.0902 0.7975
*
```

Values from the calculation:
HOMO-LUMO gap (spin up / spin down)   4.42 / 7.54 eV
HOMO (spin up / spin down)   -3.69 / -10.79 eV
Calculated total energy   -383.11651 a.u.
Expectation value of S²   2.0164
Energy relative to the best compared isomer or geometry (same formula, charge and spin)   278.0 kJ/mol
E_LUMO (spin up / spin down)   0.73 / -3.25 eV


Density functional theory data (wB97M-V/def2-TZVPD) for 7 unconnected molecules or ions with the total composition C8H30O7.

```
! RIJCOSX wB97M-V def2-TZVPD def2/J DEFGRID3
* xyz -1 2
C -17.3348 5.0889 25.5284
O -17.6236 4.2656 24.4415
H -18.0397 4.9492 26.3480
H -16.3395 4.8761 25.9185
H -17.4489 6.1503 25.3081
H -17.1514 3.4476 24.6132
C -21.4650 5.7893 19.8878
O -21.2119 5.0759 21.0942
H -20.8309 5.4861 19.0546
H -22.4680 5.5878 19.5116
H -21.4643 6.8732 20.0033
H -20.2609 4.9494 21.1299
C -20.1882 7.1316 23.9453
O -20.3380 7.9297 25.0523
H -19.2636 6.5544 23.9558
H -21.0598 6.5209 23.7094
H -20.0647 7.7923 23.0872
H -20.3602 7.3978 25.8512
C -15.9279 1.1301 21.7987
O -16.0379 2.3602 22.5074
H -16.8891 0.6161 21.8094
H -15.6660 1.2865 20.7523
H -15.1313 0.5076 22.2061
H -16.0700 2.0972 23.4301
O -18.7746 4.2775 21.8977
H -17.9441 3.8729 21.6470
H -18.6692 4.4863 22.8259
C -20.6748 3.2301 25.2862
C -20.3267 2.7501 26.7137
O -21.0465 3.4938 27.6417
H -21.7124 2.9957 25.0487
H -20.0679 2.7299 24.5316
H -20.5751 4.3093 25.1695
H -19.2597 2.8684 26.9024
H -20.4947 1.6751 26.7782
H -21.0656 2.9554 28.4363
C -13.7367 5.2818 19.2012
C -14.5749 4.0540 19.7014
O -15.3836 4.3541 20.8021
H -13.0967 5.0474 18.3506
H -13.1555 5.7055 20.0202
H -14.4489 6.0251 18.8430
H -13.9723 3.1865 19.9706
H -15.1909 3.7153 18.8684
H -15.3820 3.5540 21.3326
*
```

Values from the calculation:
HOMO-LUMO gap (spin up / spin down)   2.84 / 10.03 eV
HOMO (spin up / spin down)   0.11 / -7.16 eV
Calculated total energy   -849.35624 a.u.
Expectation value of S²   0.7504
E_LUMO (spin up / spin down)   2.95 / 2.88 eV


Density functional theory data (wB97M-V/def2-TZVPD) for a molecular structure, C34H47F5N10O2S2Zr.

```
! RIJCOSX wB97M-V def2-TZVPD def2/J DEFGRID3
* xyz 2 1
Zr 0.2456 0.1224 -0.3223
C -3.1264 3.7224 -3.2891
N -2.7717 2.7938 -2.2116
C -3.6448 2.8643 -1.0416
C -1.6621 2.0449 -2.2589
N -0.9803 1.7084 -1.1351
C -0.8278 2.6693 -0.0791
C -0.7558 4.0437 -0.3477
C -0.5543 4.9567 0.6606
C -0.3834 4.5162 1.9760
C -0.3937 3.1705 2.2492
C -0.6194 2.2310 1.2403
N -0.5106 0.8227 1.5048
C -1.0162 0.2725 2.6489
N -2.0451 0.8142 3.3127
C -3.0950 1.6205 2.6888
C -2.1509 0.7213 4.7741
N -0.4919 -0.8533 3.1174
C -1.3208 -1.8928 3.7426
C 0.8999 -1.2422 2.8859
N -1.2720 1.6028 -3.4570
C -2.2402 1.2306 -4.4921
C 0.1285 1.4271 -3.8368
H -3.3685 4.6854 -2.8396
H -3.9949 3.3799 -3.8518
H -2.2880 3.8601 -3.9654
H -3.4981 3.7951 -0.4911
H -3.4548 2.0268 -0.3864
H -4.6796 2.8144 -1.3802
H -0.8458 4.3866 -1.3719
H -0.5072 6.0149 0.4265
H -0.2060 5.2276 2.7752
H -0.1964 2.8202 3.2567
H -3.0926 1.4850 1.6193
H -2.9702 2.6800 2.9174
H -4.0570 1.2891 3.0774
H -1.2367 0.3217 5.2003
H -2.9961 0.1031 5.0781
H -2.3044 1.7274 5.1674
H -1.1053 -1.9909 4.8081
H -1.0854 -2.8360 3.2462
H -2.3768 -1.6747 3.6011
H 1.4802 -0.3945 2.5640
H 0.9546 -2.0594 2.1696
H 1.3178 -1.6049 3.8237
H -3.2420 1.1719 -4.0782
H -1.9668 0.2442 -4.8717
H -2.2302 1.9319 -5.3268
H 0.7801 1.8805 -3.1066
H 0.2905 1.9184 -4.7953
H 0.3777 0.3728 -3.9518
C 7.1772 3.4329 -3.6185
C 6.1166 2.8866 -2.7012
C 5.6778 3.6331 -1.6089
C 4.6678 3.1759 -0.7854
C 4.0959 1.9405 -1.0621
C 4.5178 1.1580 -2.1443
C 5.5356 1.6366 -2.9452
S 2.6821 1.4761 -0.1735
O 2.2745 2.5440 0.6763
O 1.6544 1.1786 -1.2857
N 2.6833 0.1373 0.6402
C 2.8329 -1.0986 -0.0404
C 3.9726 -1.8679 0.0268
C 3.9879 -3.0716 -0.6573
C 2.8655 -3.4780 -1.3749
C 1.7547 -2.6738 -1.3730
N 1.7440 -1.5018 -0.7150
H 7.9023 4.0371 -3.0724
H 6.7205 4.0756 -4.3751
H 7.7056 2.6348 -4.1369
H 6.1335 4.5969 -1.4047
H 4.3275 3.7590 0.0648
H 4.0580 0.1988 -2.3568
H 5.8820 1.0383 -3.7810
H 4.8151 -1.5144 0.6093
H 4.8738 -3.6960 -0.6342
H 2.8476 -4.4175 -1.9098
H 0.8418 -2.9619 -1.8701
F -0.8081 -1.7227 0.1347
C -1.5211 -1.9546 -1.1611
F -0.6594 -0.9598 -1.9684
C -2.8241 -1.1454 -0.9416
F -2.6853 -0.1637 0.0253
F -3.7813 -1.9509 -0.5232
F -3.2175 -0.5426 -2.0660
C -0.5430 -6.7356 3.3371
N -1.4942 -6.2518 2.3588
C -2.8911 -6.6946 2.3837
C -3.5043 -5.9682 1.1793
N -2.4488 -5.0021 0.8466
C -1.2781 -5.2709 1.4718
S 0.1693 -4.4655 1.1542
H -0.4448 -7.8194 3.2623
H -0.8730 -6.4835 4.3476
H 0.4207 -6.2750 3.1444
H -3.3627 -6.4134 3.3272
H -2.9492 -7.7773 2.2878
H -4.4333 -5.4650 1.4302
H -3.6946 -6.6504 0.3526
H -2.4338 -4.4897 -0.0191
*
```

Values from the calculation:
HOMO-LUMO gap   7.30 eV
HOMO   -12.26 eV
Calculated total energy   -3364.20249 a.u.
Energy relative to the best compared isomer or geometry (same formula, charge and spin)   278.2 kJ/mol
E_LUMO   -4.96 eV


Density functional theory data (wB97M-V/def2-TZVPD) for a single C5H11N molecule.

```
! RIJCOSX wB97M-V def2-TZVPD def2/J DEFGRID3
* xyz 0 1
C -1.2217 -1.0952 -1.1726
C -0.1279 -0.6973 -0.1737
C 0.7374 -1.6913 0.5809
C 0.0390 0.5949 0.1478
C 1.3592 1.1436 0.5611
N -0.8946 1.6473 -0.0275
H -1.2677 -2.1779 -1.2180
H -0.9077 -0.5447 -2.1481
H -2.2353 -0.6534 -0.9476
H 1.7471 -1.5361 0.7761
H 0.7187 -2.7387 0.2695
H 0.2089 -1.6071 1.5437
H 1.1241 1.5848 1.5365
H 2.1154 0.3021 0.7756
H 1.6815 1.9860 -0.0300
H -0.8314 2.1369 0.8728
H -0.8071 2.1890 -0.8987
*
```

Values from the calculation:
HOMO-LUMO gap   9.01 eV
HOMO   -8.02 eV
Calculated total energy   -251.79246 a.u.
SMILES   CC(C)=C(C)N
Energy relative to the best compared isomer or geometry (same formula, charge and spin)   184.0 kJ/mol
E_LUMO   0.99 eV